No. 1
{
  "formula": "C18H32B3IN4O4",
  "method": "ωB97M-V/def2-TZVPD",
  "max_force_ha_per_bohr": 0.1767,
  "homo_lumo_gap_ev": 9.49,
  "lumo_ev": -0.04,
  "total_energy_ha": -1597.40952,
  "smiles": "O=C(I)CB1OBOBO1.CCCC#N.CCCC#N.CCCC#N.CCCC#N",
  "elements": ["O", "C", "I", "C", "B", "O", "B", "O", "B", "O", "H", "H", "H", "H", "C", "C", "C", "C", "N", "H", "H", "H", "H", "H", "H", "H", "C", "C", "C", "C", "N", "H", "H", "H", "H", "H", "H", "H", "C", "C", "C", "C", "N", "H", "H", "H", "H", "H", "H", "H", "C", "C", "C", "C", "N", "H", "H", "H", "H", "H", "H", "H"],
  "xyz": [[-0.037931, -0.474268, 3.003839], [-0.575642, -0.733697, 1.786460], [-0.171295, -2.617922, 0.695231], [-1.597160, 0.431988, 1.159437], [-3.131102, -0.074173, 1.589398], [-4.271329, -0.176944, 0.640531], [-4.944576, -1.455195, 1.063734], [-5.733165, -1.337130, 2.341196], [-4.792082, -0.654695, 3.297995], [-3.339456, -0.487669, 3.006426], [-1.394780, 1.494160, 1.616906], [-1.455452, 0.482118, -0.022400], [-4.824309, -2.479209, 0.476047], [-5.308128, -0.261893, 4.305218], [-5.197953, -4.493957, -3.849407], [-4.700869, -5.493606, -2.813359], [-4.140964, -4.829026, -1.556005], [-2.921832, -4.056553, -1.828567], [-1.961422, -3.441365, -2.043933], [-4.382838, -3.868205, -4.226457], [-5.633354, -5.022727, -4.703230], [-5.967378, -3.840488, -3.426808], [-3.941615, -6.139467, -3.270693], [-5.538398, -6.139917, -2.524292], [-3.910466, -5.607361, -0.818756], [-4.900890, -4.180843, -1.105251], [3.605806, 0.932689, -3.246292], [3.497236, 0.498868, -1.790340], [2.321969, -0.442682, -1.528938], [1.024321, 0.212655, -1.738537], [-0.001567, 0.728072, -1.909202], [2.732134, 1.513826, -3.557937], [4.490590, 1.561827, -3.386031], [3.697732, 0.066121, -3.908286], [3.418830, 1.388539, -1.153868], [4.425427, -0.013781, -1.510368], [2.377515, -0.796492, -0.492500], [2.401469, -1.327558, -2.170405], [7.685963, 4.446925, -4.709022], [8.262025, 3.517769, -3.648547], [8.437531, 2.080711, -4.138611], [7.153849, 1.430818, -4.433715], [6.140222, 0.918163, -4.672400], [6.674673, 4.145541, -4.999892], [7.629817, 5.469456, -4.322416], [8.314071, 4.457051, -5.605127], [7.617541, 3.539555, -2.761460], [9.241174, 3.905101, -3.341996], [8.956856, 1.504821, -3.363290], [9.077740, 2.064067, -5.027803], [-3.114037, 3.294925, 6.594978], [-2.537975, 2.365769, 7.655453], [-2.362469, 0.928711, 7.165389], [-3.646151, 0.278818, 6.870285], [-4.659778, -0.233837, 6.631600], [-4.125327, 2.993541, 6.304108], [-3.170183, 4.317456, 6.981584], [-2.485929, 3.305051, 5.698873], [-3.182459, 2.387555, 8.542540], [-1.558826, 2.753101, 7.962004], [-1.843144, 0.352821, 7.940710], [-1.722260, 0.912067, 6.276197]],
  "atomic_forces_ev_per_a": [[-3.314, -2.214, -8.166], [2.014, 3.800, 6.873], [-0.397, 1.486, 0.835], [0.161, -0.973, -0.849], [-0.797, -0.320, 0.527], [1.694, -3.158, 2.928], [-1.051, 3.166, 2.189], [5.003, 1.076, -1.286], [-0.240, -0.925, -1.590], [-3.038, 0.622, -2.960], [-0.011, -2.306, -0.617], [-0.356, -0.184, 2.617], [-0.193, 0.215, -0.106], [0.519, -0.179, -0.390], [0.023, 0.027, -0.156], [-0.209, -0.111, -0.387], [-0.023, -0.342, 0.117], [0.985, 0.799, -0.127], [-1.295, -0.918, 0.130], [-0.097, -0.037, 0.081], [0.043, 0.117, 0.108], [0.070, -0.037, -0.054], [-0.072, 0.079, 0.184], [0.200, 0.065, 0.090], [0.104, 0.234, -0.030], [0.206, 0.028, -0.092], [-0.129, 0.250, 0.099], [0.249, 0.291, -0.248], [0.229, -0.031, 0.337], [-1.166, 0.365, -0.256], [1.376, -0.601, 0.261], [-0.015, -0.103, 0.065], [-0.417, -0.235, 0.032], [0.059, 0.182, 0.059], [-0.050, -0.199, 0.020], [-0.202, -0.010, 0.064], [-0.241, 0.020, -0.153], [-0.187, 0.155, 0.019], [-0.116, 0.108, -0.007], [-0.051, 0.443, 0.047], [0.196, -0.010, 0.314], [-0.972, -0.666, -0.419], [1.766, 0.633, 0.050], [0.127, 0.005, -0.003], [-0.003, -0.134, -0.102], [-0.075, 0.007, 0.064], [0.143, -0.111, -0.101], [-0.114, -0.199, 0.006], [-0.172, -0.075, -0.184], [-0.218, -0.074, 0.034], [-0.108, 0.113, -0.013], [-0.069, 0.421, 0.054], [0.218, -0.018, 0.269], [-1.028, -0.673, -0.384], [1.353, 0.737, 0.523], [0.124, -0.002, 0.002], [-0.005, -0.124, -0.100], [-0.070, -0.001, 0.063], [0.139, -0.104, -0.104], [-0.110, -0.199, -0.002], [-0.176, -0.076, -0.187], [-0.215, -0.098, 0.011]],
  "lowdin_charge": [-0.1337, -0.6456, 0.8183, -0.0527, -0.4089, 0.1202, -0.1484, 0.0802, -0.1726, 0.1091, 0.1349, 0.0903, 0.0977, 0.0783, -0.1114, -0.2684, -0.1956, -0.2338, 0.1117, 0.0751, 0.0733, 0.0767, 0.1138, 0.1098, 0.1221, 0.0997, -0.1383, -0.2648, -0.2119, -0.2308, 0.1535, 0.0747, 0.0270, 0.0695, 0.1124, 0.1093, 0.0880, 0.1247, -0.1127, -0.2710, -0.1918, -0.1899, 0.1604, 0.0740, 0.0740, 0.0768, 0.1128, 0.1094, 0.1190, 0.1221, -0.1129, -0.2708, -0.1869, -0.2044, 0.1533, 0.0732, 0.0723, 0.0757, 0.1127, 0.1090, 0.1195, 0.1231]
}

No. 2
{
  "formula": "C3H5ClO2S",
  "method": "ωB97M-V/def2-TZVPD",
  "max_force_ha_per_bohr": 0.0422,
  "homo_lumo_gap_ev": [7.57, 6.49],
  "de_lowest_kcal_mol": 96.1,
  "lumo_ev": [-3.10, -3.49],
  "total_energy_ha": -1126.00141,
  "elements": ["C", "C", "C", "O", "O", "S", "Cl", "H", "H", "H", "H", "H"],
  "xyz": [[-0.180229, -1.094766, -0.504011], [-1.457209, 1.051613, 0.241602], [-1.273086, -0.360220, -0.233242], [1.485928, -0.122951, 1.411527], [2.588228, -1.491989, -0.408374], [1.779235, -0.368226, 0.024537], [3.834258, 1.287289, -0.194675], [-2.213712, 1.597690, -0.255780], [-1.748423, 1.058614, 1.266865], [-0.483510, 1.482730, 0.186481], [-2.074197, -1.055188, -0.378594], [-0.257283, -1.984599, -1.156341]],
  "atomic_forces_ev_per_a": [[-0.709, 1.984, -0.512], [0.901, -1.637, 0.294], [1.921, -0.573, -0.179], [0.221, 0.353, -0.339], [-0.728, 0.897, 0.191], [0.034, -2.113, 0.236], [-1.321, -0.434, -0.179], [-0.561, 0.431, -0.988], [-0.187, -0.165, 0.977], [0.463, 0.903, -0.122], [-1.112, -0.012, -0.091], [1.078, 0.368, 0.712]],
  "lowdin_charge": [-0.0142, -0.0518, -0.1796, -0.3902, -0.4144, 0.6525, -0.0250, 0.0739, 0.0832, 0.0625, 0.1051, 0.0982]
}